DFT (wB97M-V/def2-TZVPD) results for C36H82AgF9N4O14 as an isolated structure.

Results
**Maximum force**: 3.69 eV/Å
**DFT total energy**: -3738.08278 Ha
**E_LUMO**: -3.954 eV
**Net charge**: +2

CARTESIAN COORDINATES (ANGSTROEM)
Ag (0.40, 1.11, 0.47)
C (0.47, 3.87, -1.08)
O (0.25, 2.65, -1.80)
O (1.36, 3.50, -0.07)
C (0.55, 5.16, -2.02)
F (-0.61, 5.20, -2.71)
F (0.64, 6.33, -1.46)
F (1.55, 5.21, -2.85)
C (1.32, 2.03, -2.61)
C (1.30, 0.51, -2.65)
H (2.23, 0.04, -2.96)
H (1.07, 0.03, -1.71)
H (0.57, 0.15, -3.38)
H (2.31, 2.42, -2.33)
H (1.25, 2.35, -3.66)
H (-0.43, 4.12, -0.51)
C (-2.31, 1.76, 2.26)
O (-0.99, 2.28, 2.65)
O (-2.04, 0.65, 1.50)
C (-3.22, 1.66, 3.54)
F (-3.29, 2.87, 4.15)
F (-4.43, 1.28, 3.23)
F (-2.80, 0.87, 4.51)
C (-0.90, 3.70, 2.66)
C (0.50, 4.13, 3.07)
H (0.69, 5.16, 2.76)
H (0.62, 4.00, 4.14)
H (1.31, 3.47, 2.76)
H (-1.60, 4.27, 3.28)
H (-1.01, 4.17, 1.68)
H (-2.80, 2.49, 1.62)
C (2.21, -2.30, 0.46)
O (1.87, -3.16, 1.55)
O (1.52, -1.09, 0.74)
C (3.85, -2.32, 0.19)
F (4.17, -3.58, -0.22)
F (4.18, -1.39, -0.69)
F (4.67, -2.08, 1.26)
C (1.83, -4.61, 1.39)
C (1.24, -5.26, 2.62)
H (0.22, -4.89, 2.75)
H (1.26, -6.35, 2.62)
H (1.87, -4.82, 3.40)
H (2.89, -4.88, 1.36)
H (1.38, -4.87, 0.43)
H (1.67, -2.78, -0.36)
C (6.19, 4.47, -2.19)
O (6.72, 3.42, -1.38)
C (6.36, 2.13, -1.84)
C (6.93, 1.15, -0.80)
N (6.53, 1.53, 0.61)
H (7.20, 1.08, 1.22)
H (6.87, 2.47, 0.46)
C (5.03, 1.24, 0.99)
C (4.67, 2.00, 2.27)
O (5.20, 3.40, 2.09)
C (4.30, 4.24, 1.45)
H (5.18, 4.35, -2.60)
H (6.83, 4.57, -3.06)
H (6.16, 5.42, -1.66)
H (6.81, 1.88, -2.80)
H (5.31, 1.84, -1.92)
H (8.00, 1.35, -0.89)
H (6.58, 0.13, -0.92)
H (4.91, 0.17, 1.18)
H (4.31, 1.61, 0.26)
H (5.07, 1.54, 3.18)
H (3.61, 2.11, 2.49)
H (3.44, 4.61, 2.01)
H (3.99, 3.77, 0.52)
H (4.80, 5.15, 1.12)
C (-2.98, 1.51, -1.76)
O (-3.46, 0.96, -2.97)
C (-2.36, 0.73, -3.94)
C (-2.86, -0.16, -5.02)
N (-4.21, 0.41, -5.51)
H (-4.88, 0.41, -4.75)
H (-4.06, 1.39, -5.71)
C (-4.79, -0.05, -6.83)
C (-5.87, 0.94, -7.34)
O (-6.86, 1.10, -6.37)
C (-7.61, 2.24, -6.53)
H (-2.09, 0.94, -1.48)
H (-3.76, 1.42, -1.00)
H (-2.71, 2.56, -1.84)
H (-1.60, 0.17, -3.40)
H (-1.98, 1.68, -4.32)
H (-3.04, -1.13, -4.55)
H (-2.04, -0.24, -5.73)
H (-5.08, -1.10, -6.79)
H (-3.99, -0.09, -7.57)
H (-6.30, 0.62, -8.29)
H (-5.32, 1.83, -7.65)
H (-8.48, 2.43, -5.90)
H (-8.08, 2.30, -7.51)
H (-6.92, 3.08, -6.46)
C (3.54, -4.42, 6.39)
O (2.90, -3.21, 5.84)
C (3.56, -2.37, 4.85)
C (2.57, -1.34, 4.29)
N (1.33, -2.18, 3.93)
H (1.39, -2.91, 3.24)
H (1.11, -2.71, 4.76)
C (-0.03, -1.43, 3.68)
C (-1.18, -2.43, 3.52)
O (-1.13, -3.20, 4.76)
C (-1.78, -4.42, 4.73)
H (4.49, -4.21, 6.89)
H (3.69, -5.24, 5.69)
H (2.88, -4.73, 7.20)
H (4.10, -2.97, 4.12)
H (4.40, -1.76, 5.18)
H (2.94, -0.75, 3.45)
H (2.35, -0.65, 5.10)
H (-0.09, -0.68, 2.90)
H (-0.20, -0.86, 4.59)
H (-1.24, -2.95, 2.56)
H (-2.07, -1.80, 3.58)
H (-1.19, -5.21, 4.26)
H (-2.78, -4.39, 4.29)
H (-1.98, -4.65, 5.77)
C (-5.74, 0.66, 0.91)
O (-4.85, -0.25, 0.31)
C (-5.30, -1.54, 0.13)
C (-4.20, -2.24, -0.66)
N (-2.94, -2.17, 0.16)
H (-2.67, -1.23, 0.40)
H (-3.37, -2.71, 0.89)
C (-1.60, -2.86, -0.22)
C (-1.04, -2.33, -1.61)
O (-1.87, -2.61, -2.69)
C (-2.14, -4.03, -2.90)
H (-6.03, 0.27, 1.88)
H (-6.63, 0.73, 0.29)
H (-5.11, 1.55, 0.83)
H (-6.23, -1.50, -0.44)
H (-5.41, -2.01, 1.10)
H (-3.92, -1.78, -1.61)
H (-4.32, -3.31, -0.78)
H (-1.94, -3.90, -0.25)
H (-0.86, -2.83, 0.58)
H (-0.07, -2.73, -1.93)
H (-1.14, -1.25, -1.57)
H (-1.22, -4.58, -3.10)
H (-2.75, -4.06, -3.80)
H (-2.74, -4.44, -2.08)

=====

DFT (wB97M-V/def2-TZVPD) results for a 9-piece molecular cluster, C36H83BN9O16P2 overall.

Results
**Maximum force**: 2.45 eV/Å
**DFT total energy**: -3825.57532 Ha
**E_LUMO**: -2.717 eV
**Net charge**: +1

CARTESIAN COORDINATES (ANGSTROEM)
C (-0.26, 1.32, 2.79)
C (-1.37, 0.79, 2.30)
C (-1.35, 0.24, 0.90)
O (-2.43, -0.69, 0.80)
C (-2.48, -1.19, -0.51)
O (-3.57, -2.07, -0.55)
C (-2.88, -0.04, -1.44)
B (-3.30, -0.64, -2.88)
O (-2.53, -1.53, -3.60)
O (-4.49, -0.30, -3.41)
N (-1.92, 1.11, -1.46)
C (-0.77, 1.04, -2.41)
C (0.13, -0.18, -2.27)
P (1.87, 0.15, -2.78)
O (2.17, -0.51, -4.04)
O (2.78, -0.33, -1.56)
C (3.69, -1.42, -1.89)
C (4.10, -2.07, -0.56)
O (2.07, 1.74, -2.94)
C (3.36, 2.20, -2.44)
C (3.66, 3.61, -2.92)
C (-1.48, 1.47, -0.03)
P (-2.75, 2.69, 0.64)
O (-2.03, 3.80, 1.29)
H (0.72, 0.90, 2.60)
H (-0.31, 2.23, 3.37)
H (-2.28, 0.78, 2.88)
H (-0.39, -0.29, 0.81)
H (-1.58, -1.74, -0.81)
H (-3.32, -2.87, -1.03)
H (-3.80, 0.36, -1.00)
H (-2.24, -1.05, -4.40)
H (-4.96, 0.28, -2.80)
H (-2.47, 1.92, -1.76)
H (-0.14, 1.90, -2.20)
H (-1.07, 1.19, -3.45)
H (0.21, -0.57, -1.26)
H (-0.17, -1.03, -2.89)
H (4.60, -1.03, -2.33)
H (3.23, -2.20, -2.49)
H (4.55, -3.04, -0.77)
H (4.79, -1.44, 0.01)
H (3.22, -2.20, 0.08)
H (4.14, 1.55, -2.84)
H (3.40, 2.21, -1.35)
H (4.69, 3.82, -2.63)
H (3.58, 3.73, -4.00)
H (3.06, 4.34, -2.38)
H (-0.53, 2.01, -0.02)
H (-3.63, 1.98, 1.48)
H (-3.51, 3.19, -0.45)
C (-9.02, -3.32, -1.85)
O (-9.60, -3.54, -2.90)
N (-7.77, -2.83, -1.74)
C (-7.14, -2.60, -0.46)
C (-7.04, -2.53, -2.96)
H (-9.50, -3.52, -0.87)
H (-6.87, -1.54, -0.37)
H (-6.23, -3.20, -0.38)
H (-7.81, -2.87, 0.35)
H (-7.59, -1.79, -3.54)
H (-6.95, -3.44, -3.56)
H (-6.05, -2.15, -2.73)
C (-7.75, 0.26, -6.37)
O (-7.72, 0.21, -5.15)
N (-8.16, -0.75, -7.16)
C (-8.18, -0.64, -8.61)
C (-8.61, -1.99, -6.54)
H (-7.43, 1.15, -6.93)
H (-9.19, -0.77, -8.98)
H (-7.53, -1.40, -9.04)
H (-7.82, 0.34, -8.92)
H (-9.45, -1.79, -5.88)
H (-7.80, -2.41, -5.95)
H (-8.91, -2.70, -7.31)
C (1.96, 2.26, 5.59)
O (1.02, 1.58, 5.18)
N (1.83, 3.42, 6.25)
C (2.97, 4.17, 6.71)
C (0.48, 3.93, 6.51)
H (3.01, 1.96, 5.44)
H (2.93, 4.28, 7.80)
H (2.97, 5.17, 6.25)
H (3.90, 3.67, 6.44)
H (-0.07, 3.20, 7.09)
H (-0.04, 4.08, 5.56)
H (0.54, 4.87, 7.05)
C (-2.52, 2.04, 7.53)
O (-2.32, 3.00, 6.79)
N (-3.02, 2.12, 8.77)
C (-3.23, 0.94, 9.59)
C (-3.35, 3.43, 9.32)
H (-2.30, 1.01, 7.21)
H (-4.28, 0.86, 9.86)
H (-2.64, 1.02, 10.50)
H (-2.93, 0.04, 9.05)
H (-4.10, 3.90, 8.68)
H (-2.46, 4.06, 9.33)
H (-3.74, 3.32, 10.33)
C (6.79, -2.76, -3.72)
O (6.11, -3.27, -2.85)
N (7.95, -2.11, -3.50)
C (8.71, -1.52, -4.58)
C (8.44, -1.99, -2.14)
H (6.51, -2.79, -4.78)
H (9.71, -1.97, -4.61)
H (8.81, -0.44, -4.42)
H (8.22, -1.68, -5.53)
H (8.60, -2.99, -1.73)
H (7.70, -1.47, -1.52)
H (9.38, -1.44, -2.13)
C (11.87, -4.61, -3.36)
O (10.86, -4.21, -2.81)
N (12.99, -3.88, -3.54)
C (14.17, -4.42, -4.20)
C (13.03, -2.52, -3.04)
H (11.95, -5.63, -3.78)
H (15.02, -4.40, -3.52)
H (14.40, -3.81, -5.08)
H (13.99, -5.45, -4.52)
H (12.85, -2.52, -1.96)
H (12.24, -1.93, -3.51)
H (13.99, -2.07, -3.25)
C (-2.90, -3.56, -7.95)
O (-3.49, -3.80, -8.99)
N (-1.65, -3.06, -7.88)
C (-1.00, -2.80, -6.61)
C (-0.94, -2.77, -9.12)
H (-3.35, -3.75, -6.96)
H (-0.75, -1.73, -6.55)
H (-0.08, -3.38, -6.54)
H (-1.66, -3.06, -5.79)
H (-1.50, -2.05, -9.70)
H (-0.84, -3.68, -9.70)
H (0.05, -2.37, -8.89)
C (-2.38, 3.49, 12.79)
O (-3.30, 2.82, 12.35)
N (-2.52, 4.65, 13.46)
C (-1.38, 5.40, 13.95)
C (-3.86, 5.15, 13.70)
H (-1.32, 3.19, 12.66)
H (-1.45, 5.50, 15.03)
H (-1.38, 6.40, 13.50)
H (-0.45, 4.90, 13.69)
H (-4.43, 4.42, 14.27)
H (-4.37, 5.31, 12.74)
H (-3.82, 6.09, 14.25)

=====

DFT (wB97M-V/def2-TZVPD) results for C36H83Cd2N2O20 as an isolated structure.

Results
**Maximum force**: 4.91 eV/Å
**DFT total energy**: -3370.74825 Ha
**E_LUMO**: -4.521 eV
**Net charge**: +1

CARTESIAN COORDINATES (ANGSTROEM)
Cd (0.16, -1.17, -1.23)
Cd (-1.47, -5.22, -0.35)
C (0.24, -3.97, -4.31)
C (-0.46, -3.39, -3.05)
O (-0.69, -2.16, -3.11)
O (-0.71, -3.99, -2.00)
H (-0.25, -4.92, -4.50)
H (1.25, -4.18, -3.94)
H (0.34, -3.43, -5.24)
C (-2.77, 0.32, 1.16)
C (-1.68, -0.18, 0.30)
O (-1.96, -1.08, -0.55)
O (-0.44, 0.09, 0.41)
H (-2.51, -0.13, 2.12)
H (-3.80, 0.20, 0.82)
H (-2.67, 1.40, 1.22)
C (1.90, -3.83, 2.12)
C (0.89, -3.53, 1.01)
O (1.02, -2.46, 0.33)
O (0.05, -4.43, 0.79)
H (2.17, -4.88, 2.14)
H (1.33, -3.51, 2.99)
H (2.80, -3.21, 2.02)
C (4.37, -2.14, -4.48)
C (5.55, -1.89, -3.50)
O (5.67, -0.70, -2.70)
O (3.07, -2.63, -4.03)
H (4.69, -2.88, -5.21)
H (4.24, -1.38, -5.25)
H (6.49, -2.04, -4.02)
H (5.60, -2.69, -2.77)
H (6.40, -0.18, -3.04)
H (2.47, -2.22, -4.65)
C (2.20, -7.12, -2.38)
C (2.39, -5.69, -1.75)
O (3.54, -5.21, -2.41)
O (1.10, -7.34, -3.10)
H (1.99, -7.72, -1.49)
H (3.03, -7.66, -2.81)
H (2.58, -5.67, -0.68)
H (1.55, -5.02, -1.88)
H (3.22, -4.61, -3.09)
H (0.39, -7.21, -2.47)
C (-3.36, -3.71, 3.33)
C (-2.65, -3.73, 4.71)
O (-3.32, -2.96, 5.62)
O (-3.59, -2.49, 2.72)
H (-4.31, -4.26, 3.35)
H (-2.71, -4.30, 2.69)
H (-1.67, -3.29, 4.52)
H (-2.36, -4.74, 4.99)
H (-3.57, -2.19, 5.11)
H (-2.88, -2.28, 2.12)
C (-4.28, 1.09, -4.42)
C (-3.49, 0.01, -3.74)
O (-2.18, -0.25, -4.31)
O (-4.63, 0.63, -5.71)
H (-3.75, 2.03, -4.60)
H (-5.16, 1.41, -3.87)
H (-4.16, -0.83, -3.63)
H (-3.17, 0.36, -2.76)
H (-1.98, -1.05, -3.83)
H (-3.85, 0.17, -6.03)
C (-3.97, -4.33, -1.85)
C (-4.10, -3.63, -0.43)
O (-2.76, -3.51, 0.11)
O (-3.28, -5.51, -1.60)
H (-3.29, -3.75, -2.47)
H (-4.98, -4.47, -2.23)
H (-4.54, -4.34, 0.27)
H (-4.60, -2.68, -0.23)
H (-2.47, -2.61, -0.07)
H (-3.41, -5.94, -2.45)
C (2.40, 0.28, -2.57)
C (1.17, 1.25, -2.36)
O (-0.08, 0.55, -2.41)
O (2.07, -0.92, -1.97)
H (3.26, 0.70, -2.04)
H (2.70, 0.35, -3.62)
H (1.17, 1.85, -3.26)
H (1.34, 1.91, -1.50)
H (-0.79, 1.18, -2.54)
H (2.79, -1.48, -2.27)
C (0.27, 7.40, -0.03)
C (-0.16, 5.98, -0.53)
C (-1.00, 5.42, 0.58)
C (-1.77, 4.08, 0.23)
C (-2.71, 4.34, -1.00)
C (-1.87, 4.91, -2.28)
N (-0.88, 5.95, -1.84)
O (-0.13, 6.52, -2.90)
C (-1.13, 3.70, -2.94)
C (-3.03, 5.45, -3.17)
C (1.06, 5.13, -0.79)
H (0.67, 7.57, 0.97)
H (-0.51, 8.17, -0.03)
H (0.97, 7.91, -0.69)
H (-0.36, 5.40, 1.46)
H (-1.77, 6.12, 0.88)
H (-2.45, 3.73, 1.01)
H (-1.11, 3.23, 0.07)
H (-3.38, 5.14, -0.67)
H (-3.27, 3.42, -1.21)
H (-1.81, 3.12, -3.57)
H (-0.35, 4.01, -3.63)
H (-0.64, 3.13, -2.15)
H (-3.55, 6.30, -2.73)
H (-2.44, 5.90, -3.97)
H (-3.60, 4.76, -3.78)
H (1.74, 5.30, 0.05)
H (1.55, 5.17, -1.76)
H (0.69, 4.12, -0.66)
H (-0.47, 7.42, -2.85)
C (2.96, -0.95, 5.14)
C (2.33, 0.42, 5.51)
C (3.54, 1.36, 5.82)
C (3.35, 2.91, 5.70)
C (2.52, 3.26, 4.43)
C (1.24, 2.42, 4.30)
N (1.64, 0.96, 4.28)
O (0.60, 0.13, 3.80)
C (0.19, 2.88, 5.32)
C (0.68, 2.71, 2.81)
C (1.43, 0.23, 6.86)
H (3.35, -1.52, 5.98)
H (3.75, -0.85, 4.39)
H (2.23, -1.64, 4.71)
H (3.76, 1.36, 6.89)
H (4.48, 1.04, 5.37)
H (4.32, 3.39, 5.51)
H (2.90, 3.39, 6.57)
H (3.12, 3.18, 3.52)
H (2.24, 4.31, 4.35)
H (0.21, 3.97, 5.35)
H (-0.73, 2.31, 5.16)
H (0.56, 2.64, 6.32)
H (-0.39, 2.54, 2.75)
H (0.80, 3.69, 2.34)
H (0.95, 1.96, 2.07)
H (1.56, 1.09, 7.51)
H (1.83, -0.66, 7.33)
H (0.37, -0.02, 6.72)
H (0.86, -0.15, 2.92)